[1]
Density functional theory data (ωB97M-V with the def2-TZVPD basis set) for C2H4N4O2 in the gas phase in a non-equilibrium geometry.

Positions of all 12 atoms, in Å:
H 1.504 -1.696 0.841
N 1.137 -0.884 1.409
C 0.231 -0.209 0.790
C -0.455 0.992 1.471
O -0.513 1.278 2.625
O -1.035 1.679 0.466
N -1.014 0.997 -0.759
N -0.321 -0.178 -0.458
N 0.132 -0.828 -1.551
H -0.326 1.539 -1.348
H -0.481 -1.655 -1.867
H 1.142 -1.035 -1.617

Output
Electronic energy in eV: -12190.3184
SMILES string: [H]/N=c1/c(=O)o[nH]n1N
Energy relative to the best compared isomer or geometry (same formula, charge and spin) in kcal/mol: 73.1
HOMO-LUMO gap in eV: 9.582
F_max in hartree/bohr: 0.0590



[2]
Density functional theory data (ωB97M-V with the def2-TZVPD basis set) for 2 unconnected molecules or ions with the total composition C2H4N4O3 in a non-equilibrium geometry.

Positions of all 13 atoms, in Å:
N 2.213 0.857 0.545
C 1.255 -0.065 0.215
C 0.740 -0.510 -1.087
N -0.105 -1.438 -0.883
O -0.186 -1.647 0.432
N 0.700 -0.823 1.114
H 2.236 1.747 0.144
H 2.195 0.796 1.587
H 1.018 -0.139 -2.028
O -2.358 1.801 0.247
N -2.077 0.665 0.195
O -3.079 -0.221 -0.206
H -2.551 -1.024 -0.275

Output
Electronic energy in eV: -14236.4959
SMILES string: Nc1cnon1.O=NO
Energy relative to the best compared isomer or geometry (same formula, charge and spin) in kcal/mol: 34.9
HOMO-LUMO gap in eV: 10.306
F_max in hartree/bohr: 0.0674



[3]
Density functional theory data (ωB97M-V with the def2-TZVPD basis set) for 2 unconnected molecules or ions with the total composition C2H4N4O4 in a non-equilibrium geometry.

Positions of all 14 atoms, in Å:
C 0.277 -0.419 0.280
C -0.825 0.374 0.611
N 1.205 -1.047 0.057
N 2.659 0.774 -1.239
N 3.664 0.423 -0.584
N 2.136 2.041 -1.040
O 3.735 -0.906 -0.519
O 4.516 1.058 -0.075
O 1.005 2.245 -1.453
O 2.786 2.909 -0.444
H 2.772 -1.245 -0.569
H -1.216 0.788 -0.280
H -0.352 1.155 1.111
H -1.587 -0.103 1.246

Output
Electronic energy in eV: -16277.8353
HOMO-LUMO gap (spin up / spin down) in eV: 8.284 / 7.177
F_max in hartree/bohr: 0.1269
<S²>: 2.040
2S+1: 3



[4]
Density functional theory data (ωB97M-V with the def2-TZVPD basis set) for C2H4N4OS in the gas phase in a non-equilibrium geometry.

Positions of all 12 atoms, in Å:
H 1.098 2.140 -0.373
N 0.123 1.701 -0.157
C 0.212 0.438 -0.211
C -0.942 -0.472 -0.043
N -2.180 0.034 0.151
N -0.603 -1.704 -0.059
O 0.774 -1.754 -0.203
N 1.257 -0.422 -0.430
S 2.865 -0.159 0.027
H -2.334 0.999 -0.077
H -2.975 -0.607 0.050
H 2.705 -0.194 1.325

Output
Electronic energy in eV: -20978.6187
SMILES string: [H]/N=c1/c(N)non1S
Energy relative to the best compared isomer or geometry (same formula, charge and spin) in kcal/mol: 55.3
HOMO-LUMO gap in eV: 9.197
F_max in hartree/bohr: 0.0504